C18H22Cl2IrN5Sb as an isolated structure, computed with the ωB97M-V functional and the def2-TZVPD basis.

Positions of all 49 atoms, in Å:
H: -0.89 5.49 -4.53
C: -0.71 4.18 -2.84
N: -0.45 2.55 0.43
C: -0.79 5.42 -3.45
H: -0.97 3.08 -4.57
H: -0.40 5.15 0.41
H: 4.34 -1.45 3.86
Cl: -0.64 -1.89 -2.18
N: -0.43 1.31 0.81
C: -0.58 -0.42 2.37
H: 5.55 -0.18 -0.56
H: 1.04 -3.52 -1.73
H: -0.86 -0.40 4.51
H: 3.31 2.27 0.33
C: -0.51 2.74 -0.88
N: -0.80 3.00 -3.57
H: -0.60 7.35 -0.67
H: -0.47 -4.25 2.64
N: -0.48 -1.22 1.22
C: -0.61 6.45 -1.27
C: -0.56 4.06 -1.43
C: -0.71 -1.03 3.64
C: 5.58 -0.70 0.39
H: -0.81 7.53 -3.13
H: 6.46 -0.39 0.97
C: -0.51 5.23 -0.66
C: -0.45 -2.54 1.36
H: 5.19 0.13 3.84
C: -0.66 -2.40 3.75
C: 1.04 -2.51 -2.14
H: 5.60 -1.77 0.24
H: -0.77 -2.88 4.71
C: -0.53 0.95 2.15
H: -0.85 0.95 -3.67
C: 3.71 2.03 1.31
C: -0.51 -3.17 2.59
H: 3.44 0.05 4.21
C: -0.74 6.56 -2.67
H: -0.40 -3.13 0.46
Ir: -0.50 -0.12 -0.50
H: 1.45 -2.50 -3.14
Cl: 2.00 -1.45 -1.09
H: -0.61 1.70 2.93
Sb: 3.86 -0.10 1.54
C: 4.25 -0.39 3.64
H: 4.72 2.43 1.40
N: -0.58 1.61 -1.73
C: -0.74 1.81 -3.01
H: 3.07 2.43 2.09

Computed properties:
LUMO (spin up / spin down) = -8.393 / -11.440 eV
Charge = +3
Spin multiplicity = 5
Orbital gap (spin up / spin down) = 0.2482 / 0.2173 hartree

***

C4H6O2 as an isolated structure, computed with the ωB97M-V functional and the def2-TZVPD basis.

Positions of all 12 atoms, in Å:
C: -1.09 -0.47 -0.26
C: 0.40 -0.13 -0.46
O: -1.40 0.72 0.45
O: 2.30 -1.33 0.41
H: -0.82 1.79 -0.68
C: -0.07 1.29 -0.07
H: -1.61 -0.60 -1.22
H: 0.85 -0.32 -1.44
C: 1.25 -0.77 0.61
H: 0.56 1.79 0.68
H: 0.84 -0.71 1.64
H: -1.31 -1.30 0.41

Computed properties:
LUMO = 0.883 eV
Charge = 0
Orbital gap = 0.3875 hartree

***

One molecule with the formula C8H19IOSi, computed with the ωB97M-V functional and the def2-TZVPD basis.

Positions of all 30 atoms, in Å:
C: -0.26 2.14 -0.45
H: -1.01 -1.35 2.44
H: 0.10 -2.74 -0.28
C: 0.06 -1.16 2.17
C: 0.64 -0.42 3.42
H: 0.77 -0.90 -2.15
H: 1.46 3.45 -0.65
C: 1.24 2.31 -0.49
H: 0.12 0.55 3.40
H: -0.65 2.33 1.64
H: 0.23 -3.36 -1.86
H: -0.65 2.55 -1.45
C: -0.79 2.95 0.66
H: 0.47 -2.22 2.24
H: -2.35 -1.17 -2.49
O: 0.38 -0.50 0.98
I: -2.96 0.06 0.35
Si: -0.61 0.16 -0.22
H: -1.44 -2.84 -1.27
H: -1.32 0.07 -3.26
C: -1.29 -0.94 -2.87
H: 0.58 -0.99 4.45
H: -0.16 3.80 0.89
H: -1.86 3.26 0.63
C: -0.37 -2.55 -1.34
C: -0.24 -1.08 -1.80
H: -0.97 -1.74 -3.58
H: 1.75 -0.15 3.48
H: 1.68 1.87 0.42
H: 1.59 1.87 -1.37

Computed properties:
LUMO = 0.592 eV
Charge = 0
Orbital gap = 0.3597 hartree
SMILES = CCO[Si](I)(C(C)C)C(C)C

***

> Among the records above, which one has the highest charge?

C18H22Cl2IrN5Sb

***

> Which formula does entry 2 have?

C4H6O2

***

> Which formula does entry 2 have?

C4H6O2